Record 1
The following is a DFT calculation (ωB97M-V/def2-TZVPD) of C5H7NO as an isolated structure in a non-equilibrium geometry.

Results
**LUMO energy**: 0.570 eV
**Charge**: 0
**Relative energy (zero: lowest compared OMol25 entry of this formula, charge and spin)**: 578.4 kJ/mol
**Electronic energy**: -324.50418 Eh
**Molecular weight**: 97.1 g mol⁻¹

Each line ends with the Mulliken charge.
Positions of all 14 atoms, in Å:
C  -1.507  0.108  0.018  0.4427
C  -0.428  1.257  -0.393  -0.6456
C  0.689  0.328  -0.437  -0.1690
C  0.726  -0.135  0.859  -0.3579
C  -0.416  -1.087  0.323  -0.3575
H  -0.830  2.091  -1.226  0.2938
H  -0.079  1.989  0.465  0.2357
H  1.587  0.832  -0.610  0.3076
H  0.731  0.737  1.582  0.2363
H  1.550  -0.806  1.227  0.2912
H  -0.489  -2.095  0.591  0.5607
H  1.022  -1.850  -1.321  0.3035
N  0.189  -1.052  -1.076  -0.5903
O  -2.743  -0.317  -0.002  -0.5511

***

Record 2
The following is a DFT calculation (ωB97M-V/def2-TZVPD) of one molecule with the formula C3H7N3 in a non-equilibrium geometry.

Results
**LUMO energy**: 0.832 eV
**Charge**: 0
**Relative energy (zero: lowest compared OMol25 entry of this formula, charge and spin)**: 172.1 kJ/mol
**Electronic energy**: -282.70872 Eh
**Molecular weight**: 85.1 g mol⁻¹
**SMILES string**: N#C[C@@H](N)CN

Each line ends with the Mulliken charge.
Positions of all 13 atoms, in Å:
N  0.191  -2.438  1.782  -0.4401
C  0.170  -1.523  1.121  -0.1246
C  0.017  -0.299  0.516  0.9093
N  0.635  0.705  1.314  -0.7921
C  0.367  -0.105  -0.932  -0.8588
N  -0.684  0.780  -1.466  -0.5785
H  -1.255  -0.134  0.745  0.0887
H  0.539  1.582  0.784  0.2482
H  0.353  1.051  2.180  0.2133
H  0.462  -1.091  -1.380  0.3867
H  1.326  0.383  -0.895  0.4388
H  -0.598  0.759  -2.535  0.2469
H  -1.523  0.328  -1.231  0.2622